1) Here is the molecule C2H3Cl2NO2 from the Open Molecules 2025 dataset. Energies are from ωB97M-V/def2-TZVPD.

Cartesian coordinates (Å):
C 0.43 -0.87 -0.75
C 0.22 0.49 -0.10
Cl 1.43 0.27 1.70
Cl 0.74 2.04 -0.69
N -1.06 0.60 0.64
O -1.45 -0.45 1.02
O -1.54 1.65 0.78
H -0.56 -1.41 -0.36
H 0.52 -0.93 -1.83
H 1.27 -1.40 -0.39

Properties
- Gap between HOMO and LUMO: 9.368 eV
- SMILES: CC(Cl)(Cl)[N+](=O)[O-]
- Charge: 0
- HOMO: -0.40690 Ha

And the Löwdin charges, in e, turn out to be: C -0.11; C -0.83; Cl 0.34; Cl 0.72; N -0.53; O 0.06; O 0.09; H 0.13; H 0.09; H 0.04



2) Here is the molecule C2H3Cl2NO2 from the Open Molecules 2025 dataset. Energies are from ωB97M-V/def2-TZVPD.

Cartesian coordinates (Å):
C -0.27 1.17 0.07
C -0.05 -0.22 -0.43
Cl -1.38 -0.89 -1.33
Cl 1.50 -0.27 -1.63
N 0.32 -1.20 0.65
O 0.36 -0.77 1.77
O 0.51 -2.34 0.32
H -0.38 1.85 -0.77
H -1.18 1.19 0.68
H 0.57 1.48 0.69

Properties
- Gap between HOMO and LUMO: 10.728 eV
- SMILES: CC(Cl)(Cl)[N+](=O)[O-]
- Charge: 0
- HOMO: -0.42283 Ha

And the Löwdin charges, in e, turn out to be: C -0.15; C -1.03; Cl 0.71; Cl 0.51; N -0.48; O 0.10; O 0.06; H 0.09; H 0.09; H 0.09



Energy relative to the most stable one, in kcal/mol: 1) 32.5; 2) 0.0



1) Here is a 17-piece molecular cluster, C4H32BO24 overall from the Open Molecules 2025 dataset. Energies are from ωB97M-V/def2-TZVPD.

Cartesian coordinates (Å):
O 1.17 2.16 -1.24
C 0.73 1.21 -0.66
O 0.62 -0.04 -1.10
B -0.22 -0.84 -0.18
O -0.40 0.05 1.00
C 0.10 1.24 0.74
O 0.06 2.21 1.45
O 0.40 -2.12 0.20
C -0.37 -3.12 -0.20
O -0.15 -4.28 -0.04
C -1.59 -2.51 -0.93
O -1.50 -1.19 -0.79
O -2.45 -3.13 -1.48
O -1.84 3.41 3.02
H -2.57 3.81 3.49
H -1.19 3.20 3.70
O 1.04 1.03 3.90
H 0.12 0.77 3.81
H 1.09 1.55 4.70
O 3.62 3.14 0.09
H 4.17 2.45 0.47
H 2.90 2.66 -0.35
O -3.14 2.55 0.58
H -3.83 2.48 1.25
H -2.32 2.58 1.08
O -0.98 -3.96 -4.71
H -0.64 -3.13 -4.36
H -1.52 -4.32 -3.99
O -3.96 -0.71 -2.93
H -3.81 -0.72 -1.97
H -3.12 -0.43 -3.30
O -0.47 5.29 1.03
H -0.45 4.37 1.33
H -1.27 5.66 1.43
O 0.39 5.22 -1.70
H 1.32 4.97 -1.72
H 0.15 5.20 -0.76
O -4.17 -0.37 0.12
H -3.27 -0.18 0.40
H -4.38 -1.24 0.48
O 0.76 -1.65 -3.65
H 0.50 -1.00 -4.30
H 0.90 -1.12 -2.85
O 3.06 -3.71 -0.09
H 2.77 -3.79 -1.01
H 2.41 -3.13 0.32
O 0.02 -5.42 3.09
H -0.34 -5.18 2.23
H -0.74 -5.44 3.69
O 2.99 -0.41 2.35
H 2.37 0.00 2.97
H 2.53 -1.18 2.01
O 1.36 1.06 -3.91
H 2.26 1.33 -3.73
H 0.82 1.66 -3.37
O 1.93 4.07 3.10
H 1.37 3.44 2.62
H 2.82 3.79 2.87
O 1.27 -5.94 -1.76
H 1.86 -6.63 -1.44
H 0.80 -5.63 -0.97

Properties
- Gap between HOMO and LUMO: 9.669 eV
- Charge: -1
- HOMO: -0.30238 Ha

And the Löwdin charges, in e, turn out to be: O 0.14; C -0.34; O 0.22; B -0.87; O 0.24; C -0.36; O 0.12; O 0.22; C -0.34; O 0.14; C -0.37; O 0.21; O 0.19; O -0.04; H 0.06; H 0.05; O -0.04; H 0.05; H 0.06; O -0.05; H 0.04; H -0.01; O -0.05; H 0.03; H -0.01; O -0.07; H -0.01; H 0.02; O -0.06; H -0.02; H 0.03; O -0.04; H 0.00; H 0.05; O -0.08; H 0.02; H -0.02; O -0.04; H 0.02; H 0.05; O -0.05; H 0.03; H 0.01; O -0.05; H 0.03; H 0.00; O -0.06; H 0.01; H 0.03; O -0.06; H -0.01; H 0.02; O -0.04; H 0.05; H 0.03; O -0.06; H -0.02; H 0.03; O -0.06; H 0.03; H -0.01



2) Here is C4H32BO24 as an isolated structure from the Open Molecules 2025 dataset. Energies are from ωB97M-V/def2-TZVPD.

Cartesian coordinates (Å):
O -0.79 -3.00 -1.16
C -0.59 -1.79 -1.07
O -1.25 -1.09 -0.19
B -0.65 0.17 -0.14
O 0.37 0.16 -1.21
C 0.41 -0.95 -1.65
O 1.37 -1.46 -2.24
O -0.03 0.50 1.09
C -0.48 1.64 1.49
O -0.32 2.17 2.57
C -1.37 2.10 0.57
O -1.62 1.28 -0.43
O -1.77 3.34 0.47
O 0.43 0.98 -4.36
H 1.37 0.89 -4.55
H 0.45 1.31 -3.49
O 3.19 0.71 -2.28
H 3.94 0.94 -1.88
H 2.93 -0.25 -2.19
O -2.88 3.34 -2.12
H -3.63 3.75 -1.78
H -2.57 2.84 -1.41
O 2.80 0.89 0.64
H 2.53 0.61 -0.45
H 2.38 1.66 0.95
O -0.16 4.64 2.70
H 0.07 3.67 2.71
H -1.16 4.57 2.78
O 0.45 -2.28 2.55
H 1.16 -2.74 3.11
H 1.05 -1.60 2.18
O 2.38 -1.64 -4.74
H 1.92 -1.89 -3.96
H 3.18 -1.46 -4.55
O 0.59 2.73 -2.23
H 0.99 2.62 -1.40
H -0.11 3.51 -2.23
O -2.89 4.05 2.95
H -3.39 3.38 2.40
H -3.32 5.00 2.84
O -4.47 -2.18 0.15
H -3.73 -2.19 0.79
H -4.29 -2.94 -0.34
O 2.53 -1.05 1.47
H 2.37 -0.05 1.37
H 2.83 -1.63 0.77
O -3.35 -4.06 -1.39
H -3.68 -3.72 -2.26
H -2.43 -3.78 -1.43
O 3.97 -1.95 -0.87
H 3.55 -2.83 -0.92
H 4.72 -1.92 -0.29
O 0.29 -4.37 0.71
H -0.12 -4.22 -0.03
H 0.19 -3.57 1.27
O -2.41 -2.46 2.23
H -2.83 -1.68 2.71
H -1.41 -2.41 2.31
O 1.17 1.09 4.78
H 1.78 1.62 4.55
H 0.44 1.01 4.15

Properties
- Gap between HOMO and LUMO: 8.605 eV
- Charge: -1
- HOMO: -0.28129 Ha

And the Löwdin charges, in e, turn out to be: O 0.12; C -0.30; O 0.33; B -0.93; O 0.30; C -0.44; O 0.10; O 0.31; C -0.38; O 0.14; C -0.33; O 0.27; O 0.09; O -0.04; H 0.03; H -0.06; O 0.01; H -0.04; H 0.04; O 0.00; H 0.00; H -0.05; O -0.02; H 0.20; H 0.04; O -0.14; H -0.02; H 0.00; O -0.11; H 0.11; H 0.01; O 0.05; H 0.00; H -0.09; O -0.05; H -0.01; H 0.14; O -0.12; H 0.07; H 0.13; O -0.07; H 0.00; H -0.07; O -0.12; H -0.07; H 0.00; O -0.06; H 0.08; H 0.00; O -0.04; H 0.08; H 0.05; O -0.01; H -0.11; H 0.01; O -0.09; H 0.08; H 0.02; O 0.03; H -0.08; H 0.02



Energy relative to the most stable one, in kcal/mol: 1) 0.0; 2) 159.5



1) Here is an isolated ion of composition CH3O3S and charge -1 from the Open Molecules 2025 dataset. Energies are from ωB97M-V/def2-TZVPD.

Cartesian coordinates (Å):
O -0.15 -1.38 -1.72
S -0.24 -0.57 -0.52
O -0.45 -1.29 0.72
C 0.99 0.63 -0.11
O 0.76 0.86 1.26
H -1.73 0.03 -0.43
H 0.70 1.54 -0.64
H 0.13 0.18 1.45

Properties
- Gap between HOMO and LUMO: 6.731 eV
- SMILES: O=[S@@H]([O-])=CO
- Charge: -1
- HOMO: -0.09805 Ha

And the Löwdin charges, in e, turn out to be: O -0.44; S 0.53; O -0.48; C -0.44; O -0.22; H 0.05; H 0.02; H -0.02



2) Here is an isolated ion of composition CH3O3S and charge -1 from the Open Molecules 2025 dataset. Energies are from ωB97M-V/def2-TZVPD.

Cartesian coordinates (Å):
O 1.45 0.10 -2.05
S 0.52 0.41 -0.94
O -0.58 1.34 -1.39
C -0.20 -1.06 -0.22
O -1.39 -0.52 0.40
H 1.21 1.30 -0.11
H 0.62 -1.46 0.46
H -1.43 0.36 -0.03

Properties
- Gap between HOMO and LUMO: 6.546 eV
- SMILES: O=[S@@H]([O-])=CO
- Charge: -1
- HOMO: -0.09785 Ha

And the Löwdin charges, in e, turn out to be: O -0.48; S 0.57; O -0.48; C -0.40; O -0.26; H 0.03; H 0.02; H 0.01



Energy relative to the most stable one, in kcal/mol: 1) 8.4; 2) 0.0



1) Here is a 2-piece molecular cluster, C4H4 overall from the Open Molecules 2025 dataset. Energies are from ωB97M-V/def2-TZVPD.

Cartesian coordinates (Å):
C 2.32 0.45 -0.09
C 1.15 0.03 -0.03
C -2.03 0.19 -0.25
C 0.06 -0.66 0.12
H 3.32 0.71 -0.30
H -2.91 -0.15 0.25
H -1.88 1.22 0.17
H -0.03 -1.80 0.14

Properties
- Gap between HOMO and LUMO (alpha / beta): 8.124 / 7.983 eV
- <S²>: 2.06
- Charge: 0
- Multiplicity: 3
- HOMO (alpha / beta): -0.30133 / -0.33913 Ha

And the Löwdin charges, in e, turn out to be: C 0.15; C -0.28; C 0.14; C -0.01; H 0.02; H -0.06; H -0.03; H 0.07



2) Here is a 2-piece molecular cluster, C4H4 overall from the Open Molecules 2025 dataset. Energies are from ωB97M-V/def2-TZVPD.

Cartesian coordinates (Å):
C -0.68 0.74 0.01
C -1.40 1.78 -0.28
C 0.48 -0.07 0.81
C -0.18 -0.64 -0.45
H 1.38 0.44 0.46
H 0.45 -0.52 1.77
H -0.84 -1.48 -0.49
H 0.79 -0.25 -1.83

Properties
- Gap between HOMO and LUMO (alpha / beta): 7.161 / 6.969 eV
- <S²>: 2.03
- Charge: 0
- Multiplicity: 3
- HOMO (alpha / beta): -0.27006 / -0.36229 Ha

And the Löwdin charges, in e, turn out to be: C -0.36; C 0.12; C -0.10; C -0.11; H 0.08; H 0.07; H 0.06; H 0.24



Energy relative to the most stable one, in kcal/mol: 1) 0.0; 2) 35.3



1) Here is the molecule C5H6N2O2 from the Open Molecules 2025 dataset. Energies are from ωB97M-V/def2-TZVPD.

Cartesian coordinates (Å):
C -0.74 -1.22 -0.38
C 0.53 -1.28 -0.75
C 0.41 0.48 0.97
C -0.98 -0.07 0.64
C 1.33 -0.30 -0.02
N 2.55 -0.05 -0.19
N -1.67 1.03 -1.21
O 3.35 0.90 0.08
O -1.74 0.97 0.13
H -1.58 -1.81 -0.76
H 0.89 -2.14 -1.30
H 0.51 1.62 0.63
H 0.51 0.49 2.08
H -1.32 -0.55 1.54
H -2.06 1.94 -1.46

Properties
- Gap between HOMO and LUMO (alpha / beta): 9.679 / 8.134 eV
- <S²>: 2.02
- Charge: 0
- Multiplicity: 3
- HOMO (alpha / beta): -0.32907 / -0.32300 Ha

And the Löwdin charges, in e, turn out to be: C -0.03; C -0.03; C -0.04; C -0.35; C -0.26; N -0.01; N 0.11; O 0.01; O -0.14; H 0.12; H 0.12; H 0.16; H 0.13; H 0.14; H 0.06



2) Here is a 2-piece molecular cluster, C5H6N2O2 overall from the Open Molecules 2025 dataset. Energies are from ωB97M-V/def2-TZVPD.

Cartesian coordinates (Å):
C 1.41 2.10 1.64
C 0.52 -0.46 0.11
C 2.26 1.13 1.17
C -0.65 -0.67 -0.46
C -1.74 0.29 -0.73
N 0.82 3.00 2.05
N -0.85 -2.00 -1.09
O -1.85 -2.07 -1.80
O -0.19 -3.01 -0.85
H 1.26 -1.28 0.45
H 2.38 0.37 1.79
H 2.65 1.21 0.23
H -1.71 0.87 0.17
H -2.56 -0.32 -1.01
H -1.75 0.83 -1.67

Properties
- Gap between HOMO and LUMO (alpha / beta): 8.280 / 8.052 eV
- <S²>: 2.04
- Charge: 0
- Multiplicity: 3
- HOMO (alpha / beta): -0.33908 / -0.39757 Ha

And the Löwdin charges, in e, turn out to be: C -0.30; C 0.20; C 0.02; C -0.28; C -0.03; N 0.17; N -0.34; O 0.05; O 0.06; H 0.12; H 0.02; H 0.05; H 0.09; H 0.06; H 0.10



Energy relative to the most stable one, in kcal/mol: 1) 0.0; 2) 56.5